No. 1
Computed, not measured: the molecule C5H6BrFN2 in a non-equilibrium geometry, with ωB97M-V with the def2-TZVPD basis set.

Each line ends with the Löwdin charge.
Element x y z (Å)
N1 1.90594 0.90825 -1.10207  0.096
C1 0.89988 0.06661 -0.63643  -0.606
F1 1.56381 -1.41384 -0.64562  -0.183
C2 0.42333 0.19314 0.70456  -0.030
C3 -0.78112 -0.28315 1.04789  -0.090
C4 -1.57865 -0.95674 0.10947  -0.113
C5 -1.29236 -0.84515 -1.18094  -0.140
N2 -0.08675 -0.17535 -1.52607  -0.398
Br1 0.07736 0.46207 -3.30019  0.816
H1 2.71248 1.17713 -0.44923  0.152
H2 2.26380 0.56455 -1.88854  -0.018
H3 1.07208 0.76756 1.48199  0.152
H4 -1.02919 -0.12271 2.12545  0.125
H5 -2.39774 -1.68014 0.28774  0.121
H6 -2.11948 -1.03726 -1.86443  0.117

Atoms 1-2, force components in eV/Å:
-0.1 2.7 4.9
2.7 -1.7 0.1

Computed properties:
LUMO level   -0.16 eV
SMILES string   N[C@@]1(F)C=CC=CN1Br
Spin multiplicity   1
Gap between HOMO and LUMO   8.4 eV

=====

No. 2
Computed, not measured: C34H58IN4O5PS as an isolated structure in a non-equilibrium geometry, with ωB97M-V with the def2-TZVPD basis set.

Each line ends with the Löwdin charge.
Element x y z (Å)
C1 0.95514 7.48626 0.38167  -0.082
C2 2.00511 7.22965 -0.72692  -0.273
O1 2.03521 5.89091 -1.25484  -0.222
P1 2.33999 4.75732 -0.11618  0.548
O2 3.29276 5.35004 0.83860  -0.277
C3 3.18390 3.34822 -0.93595  -0.178
C4 3.96898 2.39830 0.01756  -0.156
C5 3.07676 1.41332 0.81279  -0.112
C6 2.79886 0.12429 0.37907  -0.106
C7 3.45650 -0.33410 -0.92553  -0.117
C8 2.52014 -0.89279 -2.04812  -0.181
C9 1.15719 -0.17421 -2.25304  -0.194
C10 -0.02329 -1.16406 -2.48043  -0.194
C11 -1.32587 -0.43590 -2.96083  -0.203
C12 -2.34763 -0.32096 -1.79394  -0.209
C13 -3.64836 0.47268 -2.16759  -0.188
C14 -3.58715 1.91471 -1.58695  -0.211
C15 -4.97701 2.52920 -1.20958  -0.152
C16 -4.92516 3.08589 0.24533  -0.236
O3 -5.36894 2.15696 1.22465  -0.185
C17 -4.34276 1.28747 1.67314  -0.109
C18 1.92958 -0.73425 1.21140  -0.194
C19 1.64772 -2.16520 0.76510  -0.168
C20 2.84841 -3.12009 1.16936  -0.145
C21 2.65353 -3.76187 2.55085  -0.305
O4 1.41241 -4.47297 2.62588  -0.137
C22 1.40089 -0.27741 2.39345  -0.514
I1 0.16849 -1.48415 3.66277  0.979
C23 1.65673 1.05103 2.89515  -0.440
N1 1.25445 1.61242 4.00467  -0.245
S1 1.91196 3.12289 4.05219  1.029
N2 2.71472 3.05495 2.64688  -0.231
C24 2.53428 1.89450 2.05638  -0.297
O5 0.98019 4.37208 0.69035  -0.218
C25 -0.17553 4.14970 -0.13473  -0.257
C26 -0.27615 2.64132 -0.48255  -0.063
H1 0.78034 8.57700 0.42064  0.081
H2 0.01357 6.93610 0.24816  0.068
H3 1.39702 7.20613 1.35094  0.074
H4 2.98261 7.58158 -0.36787  0.114
H5 1.73674 7.88338 -1.57753  0.116
H6 3.92237 3.81034 -1.61828  0.106
H7 2.52819 2.72654 -1.57234  0.086
H8 4.79835 1.87587 -0.47674  0.105
H9 4.44658 3.04325 0.78202  0.109
H10 4.13736 -1.17012 -0.65499  0.120
H11 4.09843 0.42587 -1.38173  0.094
H12 3.08042 -0.77496 -2.99598  0.112
H13 2.33965 -1.97941 -1.97299  0.094
H14 0.86413 0.52370 -1.45705  0.075
H15 1.22181 0.42864 -3.18100  0.113
H16 0.21643 -1.89723 -3.27082  0.113
H17 -0.23607 -1.71320 -1.54412  0.101
H18 -1.82531 -1.03116 -3.74909  0.085
H19 -1.09125 0.54655 -3.41545  0.111
H20 -1.82450 0.09059 -0.91448  0.095
H21 -2.67085 -1.35579 -1.56733  0.110
H22 -4.47621 -0.04647 -1.64949  0.100
H23 -3.82693 0.44079 -3.25511  0.107
H24 -3.05146 2.59027 -2.27840  0.112
H25 -3.00468 1.85716 -0.65468  0.056
H26 -5.82616 1.84650 -1.36145  0.113
H27 -5.15406 3.41503 -1.85148  0.105
H28 -5.57175 3.97723 0.35408  0.119
H29 -3.90028 3.44047 0.48776  0.111
H30 -3.33246 1.73902 1.65191  0.081
H31 -4.31453 0.40019 1.00580  0.089
H32 -4.52578 0.94098 2.70405  0.092
H33 0.73859 -2.59932 1.20911  0.058
H34 1.53988 -2.26034 -0.32048  0.071
H35 3.01468 -3.89323 0.40038  0.117
H36 3.73260 -2.45844 1.25075  0.112
H37 2.70052 -2.95581 3.31107  0.074
H38 3.46194 -4.48958 2.77516  0.115
H39 1.31447 -4.71309 3.55812  0.038
H40 -1.07370 4.39581 0.46158  0.118
H41 -0.22216 4.77764 -1.03810  0.113
H42 0.75146 2.24408 -0.45012  0.039
H43 -0.75737 2.44636 -1.45314  0.071
H44 -0.84284 2.07185 0.27709  0.079
C27 3.59907 -5.40361 7.08589  -0.109
C28 3.10839 -6.82485 7.34087  -0.264
C29 2.36567 -7.42245 6.14139  -0.183
C30 1.17683 -6.61252 5.82036  -0.221
N3 0.24787 -5.97307 5.57063  0.159
H45 2.76846 -4.71871 6.90554  0.070
H46 4.14578 -5.02917 7.95175  0.073
H47 4.26724 -5.36826 6.22209  0.075
H48 2.45458 -6.82447 8.21574  0.112
H49 3.96346 -7.46048 7.57986  0.108
H50 2.04636 -8.44115 6.36400  0.117
H51 3.01668 -7.45609 5.26601  0.119
C31 -4.54254 -3.15420 -4.78135  -0.106
C32 -5.29842 -2.29731 -5.79116  -0.263
C33 -4.59596 -2.21752 -7.15115  -0.188
C34 -3.25824 -1.61763 -7.00015  -0.233
N4 -2.21141 -1.14509 -6.88177  0.145
H52 -3.55771 -2.73826 -4.55987  0.056
H53 -5.09188 -3.20623 -3.84058  0.074
H54 -4.40930 -4.17275 -5.15275  0.078
H55 -5.42311 -1.29199 -5.38203  0.107
H56 -6.29852 -2.71199 -5.93350  0.108
H57 -5.17916 -1.60680 -7.84125  0.116
H58 -4.48998 -3.21235 -7.58700  0.119

Atoms 1-2, force components in eV/Å:
0.8 0.0 0.3
-0.9 1.5 -0.1

Computed properties:
LUMO level   -0.35 eV
Spin multiplicity   1
Gap between HOMO and LUMO   7.9 eV

=====

No. 3
Computed, not measured: the molecule C4H4N2O in a non-equilibrium geometry, with ωB97M-V with the def2-TZVPD basis set.

Each line ends with the Löwdin charge.
Element x y z (Å)
N1 2.69198 0.73174 1.08180  0.185
C1 1.87274 0.37846 0.27258  -0.341
C2 1.02157 -0.33937 -0.64836  -0.118
O1 0.10222 -1.17988 -0.09941  -0.100
C3 -1.26623 -0.77754 -0.14331  -0.161
C4 -1.41542 0.53582 0.50744  -0.184
N2 -1.46795 1.58187 0.99921  0.173
H1 0.81515 0.08615 -1.63805  0.125
H2 1.14086 1.22680 0.42522  0.148
H3 -1.65822 -0.71458 -1.16975  0.135
H4 -1.83671 -1.52949 0.41263  0.137

Atoms 1-2, force components in eV/Å:
1.0 -0.6 0.1
-0.7 0.4 0.2

Computed properties:
LUMO level (alpha / beta)   -0.09 / -0.19 eV
Spin multiplicity   1
Gap between HOMO and LUMO (alpha / beta)   8.5 / 8.7 eV